Record 1
{
  "formula": "C7H24ClN11O8P",
  "method": "ωB97M-V/def2-TZVPD",
  "fmax_ha_per_bohr": 0.100,
  "homo_ev": -3.497,
  "e_lumo_ha": 0.0735,
  "mol_weight_g_mol": 456.8,
  "homo_lumo_gap_ev": 5.496,
  "charge": -1,
  "e_tot_ha": -2287.18622,
  "species": ["O", "C", "O", "C", "N", "P", "O", "Cl", "H", "H", "H", "H", "C", "O", "N", "N", "H", "H", "H", "H", "C", "O", "N", "N", "H", "H", "H", "H", "C", "O", "N", "N", "H", "H", "H", "H", "C", "O", "N", "N", "H", "H", "H", "H", "C", "O", "N", "N", "H", "H", "H", "H"],
  "positions_angstrom": [[3.161, 1.095, 0.303], [3.474, 2.276, 0.571], [4.326, 2.590, 1.708], [3.030, 3.564, -0.314], [1.842, 3.335, -1.171], [0.389, 3.105, -0.246], [0.667, 3.388, 1.445], [-0.020, 0.980, -0.417], [4.907, 3.314, 1.362], [3.921, 3.744, -1.036], [2.966, 4.499, 0.345], [-0.086, 3.963, 1.735], [-0.158, -3.543, 1.634], [-0.464, -4.700, 1.907], [0.704, -2.818, 2.389], [-0.652, -2.890, 0.559], [0.967, -1.869, 2.184], [1.095, -3.269, 3.200], [-1.297, -3.392, -0.028], [-0.413, -1.942, 0.322], [1.343, 6.521, 3.446], [0.184, 6.344, 3.100], [2.317, 5.604, 3.238], [1.754, 7.656, 4.070], [3.273, 5.731, 3.515], [2.051, 4.745, 2.776], [1.058, 8.363, 4.242], [2.700, 7.822, 4.362], [-2.017, -2.440, -2.901], [-1.855, -1.486, -2.162], [-1.177, -3.509, -2.910], [-3.049, -2.522, -3.781], [-1.291, -4.306, -3.510], [-0.397, -3.486, -2.272], [-3.695, -1.749, -3.805], [-3.198, -3.300, -4.397], [-1.311, -1.971, -7.359], [-2.288, -1.246, -7.268], [-0.539, -2.022, -8.475], [-0.910, -2.790, -6.355], [0.268, -2.611, -8.571], [-0.804, -1.428, -9.243], [-1.457, -2.781, -5.508], [-0.110, -3.394, -6.411], [-2.583, -2.576, 5.334], [-3.009, -1.823, 6.198], [-1.399, -2.377, 4.707], [-3.260, -3.679, 4.926], [-1.034, -2.985, 3.996], [-0.865, -1.569, 4.980], [-4.145, -3.863, 5.367], [-2.927, -4.309, 4.218]],
  "lowdin_charge": [0.003, -0.410, -0.029, -0.362, -0.374, 0.451, -0.446, -0.014, 0.090, 0.105, 0.079, 0.015, -0.714, -0.011, 0.147, 0.176, 0.111, 0.106, 0.091, 0.062, -0.698, 0.019, 0.164, 0.135, 0.092, 0.074, 0.099, 0.086, -0.701, 0.026, 0.146, 0.147, 0.089, 0.100, 0.117, 0.091, -0.698, 0.025, 0.142, 0.156, 0.090, 0.104, 0.052, 0.095, -0.703, 0.007, 0.161, 0.146, 0.054, 0.109, 0.100, 0.093]
}

---

Record 2
{
  "formula": "C7H24FN8O16PS2",
  "method": "ωB97M-V/def2-TZVPD",
  "fmax_ha_per_bohr": 0.019,
  "homo_ev": -9.515,
  "e_lumo_ha": -0.0116,
  "mol_weight_g_mol": 590.4,
  "homo_lumo_gap_ev": 9.199,
  "charge": 0,
  "relative_energy_kj_mol": 0.0,
  "e_tot_ha": -3159.94444,
  "species": ["O", "S", "O", "F", "N", "P", "S", "H", "H", "H", "C", "N", "O", "O", "H", "H", "H", "C", "N", "O", "O", "H", "H", "H", "C", "N", "O", "O", "H", "H", "H", "C", "N", "O", "O", "H", "H", "H", "C", "N", "O", "O", "H", "H", "H", "C", "N", "O", "O", "H", "H", "H", "C", "N", "O", "O", "H", "H", "H"],
  "positions_angstrom": [[2.547, 1.360, -3.751], [2.533, 2.779, -3.785], [2.629, 3.533, -2.592], [3.683, 3.219, -4.746], [1.310, 3.374, -4.699], [-0.319, 2.897, -4.380], [-1.373, 2.864, -5.992], [1.495, 3.308, -5.697], [-0.714, 3.833, -3.426], [-0.204, 1.681, -3.716], [3.081, -1.294, -2.078], [3.615, -2.070, -0.926], [2.904, -2.185, 0.058], [4.723, -2.542, -1.033], [2.085, -0.957, -1.819], [3.761, -0.467, -2.254], [3.071, -1.959, -2.936], [1.875, -4.801, 1.779], [0.981, -5.412, 0.760], [-0.160, -5.683, 1.088], [1.442, -5.594, -0.345], [1.319, -4.705, 2.702], [2.737, -5.451, 1.891], [2.173, -3.831, 1.392], [0.137, 0.759, 0.661], [-0.107, 0.765, -0.805], [-0.030, -0.286, -1.407], [-0.367, 1.833, -1.324], [0.368, -0.255, 0.959], [0.970, 1.431, 0.850], [-0.766, 1.123, 1.140], [1.947, 6.919, -2.191], [0.527, 7.366, -2.224], [-0.323, 6.574, -1.872], [0.316, 8.496, -2.608], [1.976, 5.898, -1.832], [2.328, 6.994, -3.205], [2.488, 7.595, -1.536], [-1.866, -2.849, 1.959], [-0.940, -2.061, 2.816], [0.057, -2.603, 3.248], [-1.233, -0.900, 3.028], [-1.475, -3.856, 1.869], [-2.838, -2.826, 2.442], [-1.904, -2.344, 0.997], [-5.543, -2.042, -0.572], [-4.123, -1.653, -0.350], [-3.873, -0.878, 0.550], [-3.295, -2.148, -1.085], [-6.153, -1.524, 0.158], [-5.797, -1.756, -1.588], [-5.601, -3.120, -0.460], [-0.945, -0.747, 6.310], [-2.066, -1.186, 7.186], [-2.495, -2.311, 7.035], [-2.480, -0.382, 7.993], [-0.686, -1.564, 5.649], [-1.291, 0.118, 5.753], [-0.115, -0.477, 6.956]],
  "lowdin_charge": [-0.254, 0.513, -0.242, -0.131, -0.343, 0.281, 0.164, 0.069, -0.012, -0.030, 0.048, -0.433, 0.038, 0.080, 0.060, 0.092, 0.111, 0.044, -0.438, 0.042, 0.071, 0.078, 0.105, 0.066, 0.061, -0.419, 0.061, 0.023, 0.082, 0.108, 0.103, 0.045, -0.454, 0.056, 0.066, 0.072, 0.102, 0.100, 0.061, -0.424, 0.063, 0.043, 0.076, 0.108, 0.075, 0.055, -0.448, 0.055, 0.067, 0.096, 0.103, 0.103, 0.042, -0.454, 0.063, 0.062, 0.069, 0.097, 0.102]
}

---

Record 3
{
  "formula": "C7H25BeN12O9",
  "method": "ωB97M-V/def2-TZVPD",
  "fmax_ha_per_bohr": 0.110,
  "homo_ev": -10.991,
  "e_lumo_ha": -0.3378,
  "mol_weight_g_mol": 430.4,
  "homo_lumo_gap_ev": 1.799,
  "charge": 1,
  "relative_energy_kj_mol": 1312.5,
  "e_tot_ha": -1630.29529,
  "species": ["Be", "O", "C", "O", "O", "H", "C", "O", "N", "N", "H", "H", "H", "H", "C", "O", "N", "N", "H", "H", "H", "H", "C", "O", "N", "N", "H", "H", "H", "H", "C", "O", "N", "N", "H", "H", "H", "H", "C", "O", "N", "N", "H", "H", "H", "H", "C", "O", "N", "N", "H", "H", "H", "H"],
  "positions_angstrom": [[-0.029, -0.250, -0.008], [-1.749, -1.805, 6.664], [-1.477, -1.759, 5.360], [-2.375, -1.501, 4.533], [-0.352, -2.006, 4.949], [-2.701, -1.679, 6.665], [2.389, 5.197, 3.924], [2.101, 4.243, 3.180], [2.224, 6.437, 3.585], [3.089, 5.000, 5.033], [1.869, 6.575, 2.650], [2.686, 7.074, 4.219], [3.498, 4.090, 5.190], [3.402, 5.826, 5.522], [-4.383, 4.570, 1.082], [-3.745, 3.762, 0.476], [-4.255, 5.872, 0.961], [-4.941, 4.187, 2.180], [-3.955, 6.201, 0.054], [-4.725, 6.352, 1.715], [-4.865, 3.239, 2.518], [-5.461, 4.863, 2.721], [-5.805, -2.950, -1.692], [-4.798, -2.342, -1.945], [-6.129, -3.338, -0.480], [-6.663, -3.248, -2.624], [-7.091, -3.588, -0.301], [-5.532, -2.986, 0.254], [-6.459, -2.903, -3.551], [-7.357, -3.978, -2.546], [0.358, -6.369, -2.529], [0.859, -5.391, -1.930], [-0.178, -6.301, -3.707], [0.265, -7.557, -2.024], [-0.351, -7.084, -4.322], [-0.287, -5.359, -4.054], [0.796, -7.676, -1.173], [-0.070, -8.352, -2.550], [6.388, -0.582, 1.871], [5.557, -0.269, 0.997], [6.092, -0.935, 3.110], [7.660, -0.448, 1.756], [5.161, -1.317, 3.193], [6.925, -1.300, 3.549], [8.317, -0.579, 2.512], [7.962, -0.246, 0.814], [2.137, 1.134, -6.531], [1.730, 0.681, -5.443], [2.623, 0.385, -7.427], [2.045, 2.383, -6.886], [2.795, 0.815, -8.325], [2.823, -0.561, -7.137], [2.152, 2.676, -7.847], [1.829, 3.095, -6.202]],
  "lowdin_charge": [0.806, 0.195, -0.748, 0.219, 0.264, 0.134, -0.752, -0.004, 0.169, 0.155, 0.131, 0.113, 0.121, 0.103, -0.814, 0.043, 0.172, 0.157, 0.125, 0.108, 0.125, 0.107, -0.805, 0.037, 0.162, 0.162, 0.110, 0.116, 0.122, 0.113, -0.771, -0.008, 0.161, 0.163, 0.117, 0.122, 0.124, 0.117, -0.765, 0.004, 0.152, 0.159, 0.118, 0.103, 0.119, 0.130, -0.797, -0.012, 0.171, 0.161, 0.121, 0.135, 0.110, 0.121]
}

---

Record 4
{
  "formula": "C7H25NO4",
  "method": "ωB97M-V/def2-TZVPD",
  "fmax_ha_per_bohr": 0.057,
  "homo_ev": -9.432,
  "e_lumo_ha": 0.0144,
  "mol_weight_g_mol": 187.3,
  "homo_lumo_gap_ev": 9.825,
  "charge": 0,
  "relative_energy_kj_mol": 238.7,
  "e_tot_ha": -637.33756,
  "species": ["C", "C", "C", "N", "C", "C", "C", "C", "H", "H", "H", "H", "H", "H", "H", "H", "H", "H", "H", "H", "H", "H", "H", "H", "H", "O", "H", "H", "O", "H", "H", "O", "H", "H", "O", "H", "H"],
  "positions_angstrom": [[2.090, -1.096, -0.680], [2.090, 0.345, -0.156], [0.844, 0.651, 0.651], [-0.326, 0.966, -0.269], [-1.559, 0.417, 0.443], [-0.586, 2.451, -0.351], [-0.478, 3.356, 0.833], [0.012, 2.983, -1.682], [1.684, -1.061, -1.697], [3.140, -1.442, -0.778], [1.652, -1.875, -0.057], [2.969, 0.549, 0.470], [2.310, 0.985, -1.008], [0.681, -0.056, 1.509], [0.963, 1.596, 1.186], [-1.875, -0.570, 0.125], [-2.436, 1.083, 0.281], [-1.367, 0.487, 1.506], [-1.686, 2.498, -0.557], [-0.742, 2.895, 1.808], [-1.208, 4.167, 0.900], [0.509, 3.796, 0.922], [-0.309, 4.014, -1.820], [-0.229, 2.213, -2.415], [1.127, 3.051, -1.697], [-0.414, -4.573, 1.099], [0.134, -3.799, 1.163], [-0.986, -4.583, 0.331], [-1.938, -2.797, -1.223], [-1.407, -2.166, -0.700], [-1.873, -2.467, -2.118], [-0.912, -0.571, -2.637], [-0.092, -0.321, -2.178], [-1.703, -0.109, -2.379], [1.351, -0.825, 3.567], [1.062, 0.092, 3.422], [2.008, -0.629, 4.246]],
  "lowdin_charge": [-0.090, -0.235, -0.203, -0.144, -0.059, -0.447, -0.088, -0.047, 0.061, 0.080, 0.067, 0.106, 0.099, 0.098, 0.089, 0.055, 0.091, 0.072, 0.118, 0.086, 0.085, 0.077, 0.075, 0.065, 0.077, -0.051, 0.007, 0.015, -0.068, 0.005, 0.012, -0.065, 0.013, 0.035, -0.062, 0.027, 0.043]
}

---

Record 5
{
  "formula": "C7H26O11Sr3",
  "method": "ωB97M-V/def2-TZVPD",
  "fmax_ha_per_bohr": 0.123,
  "homo_ev": [-13.943, -16.796],
  "s2": 0.750,
  "e_lumo_ha": [-0.3359, -0.3529],
  "mol_weight_g_mol": 549.1,
  "homo_lumo_gap_ev": [4.803, 7.194],
  "spin_multiplicity": 2,
  "charge": 3,
  "e_tot_ha": -1201.30114,
  "species": ["Sr", "Sr", "Sr", "C", "C", "O", "O", "H", "H", "H", "C", "C", "O", "O", "H", "H", "H", "C", "O", "H", "H", "H", "H", "C", "O", "H", "H", "H", "H", "C", "O", "H", "H", "H", "H", "O", "H", "H", "O", "H", "H", "O", "H", "H", "O", "H", "H"],
  "positions_angstrom": [[1.152, -1.647, 3.431], [2.434, -1.956, -1.730], [-1.603, -2.631, -0.281], [0.534, 1.237, 0.022], [0.323, -0.235, 0.123], [0.311, -0.844, -0.921], [0.119, -0.852, 1.152], [-0.348, 1.851, -0.161], [1.362, 1.303, -0.684], [1.031, 1.586, 0.927], [-2.115, -5.097, 3.088], [-1.223, -3.885, 3.137], [-1.297, -3.093, 2.182], [-0.377, -3.650, 4.015], [-1.650, -5.794, 3.785], [-2.123, -5.664, 2.157], [-3.124, -4.972, 3.480], [2.303, 3.953, 1.187], [1.983, 4.615, 0.001], [1.472, 3.411, 1.640], [3.254, 3.424, 1.128], [2.401, 4.664, 2.008], [1.758, 3.915, -0.616], [-3.437, -0.107, 0.970], [-3.889, -1.055, 0.015], [-4.268, 0.474, 1.369], [-2.918, -0.684, 1.736], [-2.745, 0.567, 0.464], [-4.612, -1.547, 0.412], [-1.677, 1.505, -3.822], [-0.431, 2.021, -3.304], [-2.464, 2.148, -3.428], [-1.799, 1.430, -4.903], [-1.969, 0.574, -3.335], [0.303, 1.426, -3.469], [-1.619, -2.167, -2.790], [-0.906, -2.196, -3.428], [-2.358, -2.580, -3.237], [3.560, -0.032, -0.725], [4.037, 0.318, 0.028], [3.696, 0.614, -1.417], [2.540, 2.931, -2.439], [2.188, 3.206, -3.285], [3.388, 2.538, -2.648], [2.730, -0.007, 2.712], [3.339, 0.326, 2.053], [2.733, 0.657, 3.401]],
  "lowdin_spin": [0.057, 0.530, 0.127, 0.005, 0.018, 0.084, 0.025, 0.000, 0.002, 0.001, 0.000, 0.001, 0.006, 0.001, 0.000, 0.000, 0.000, 0.001, 0.000, 0.000, 0.001, 0.000, 0.000, 0.001, 0.002, 0.000, 0.000, 0.000, 0.000, 0.001, 0.003, 0.000, 0.000, 0.001, 0.002, 0.024, 0.014, 0.001, 0.060, 0.005, 0.009, 0.006, 0.000, 0.001, 0.009, 0.003, 0.001]
}

---

Record 6
{
  "formula": "C7H26O7",
  "method": "ωB97M-V/def2-TZVPD",
  "fmax_ha_per_bohr": 0.048,
  "homo_ev": -9.148,
  "e_lumo_ha": 0.0098,
  "mol_weight_g_mol": 222.3,
  "homo_lumo_gap_ev": 9.415,
  "charge": 0,
  "relative_energy_kj_mol": 369.3,
  "e_tot_ha": -808.84734,
  "species": ["C", "O", "C", "C", "O", "C", "H", "H", "H", "H", "H", "H", "H", "H", "H", "H", "C", "O", "H", "H", "H", "H", "C", "O", "H", "H", "H", "H", "C", "O", "H", "H", "H", "H", "O", "H", "H", "O", "H", "H"],
  "positions_angstrom": [[-0.076, 1.776, 5.601], [-0.131, 1.003, 4.434], [0.948, 1.245, 3.512], [0.805, 0.337, 2.269], [0.998, -1.029, 2.680], [0.694, -1.908, 1.643], [-0.214, 2.808, 5.277], [0.843, 1.553, 6.143], [-0.992, 1.569, 6.153], [1.820, 0.969, 4.103], [0.911, 2.275, 3.156], [1.606, 0.628, 1.590], [-0.220, 0.455, 1.916], [0.923, -2.920, 1.976], [1.234, -1.533, 0.774], [-0.385, -1.802, 1.526], [-1.132, -0.560, -5.756], [-1.093, -0.928, -4.385], [-0.098, -0.441, -6.077], [-1.621, -1.288, -6.404], [-1.577, 0.418, -5.937], [-1.799, -0.453, -3.940], [1.768, 2.048, -0.696], [0.492, 1.531, -0.666], [2.567, 1.308, -0.731], [1.952, 2.425, -1.702], [1.800, 2.851, 0.041], [0.579, 0.631, -0.988], [-2.724, 0.118, -0.141], [-4.080, 0.297, -0.321], [-2.279, 0.979, 0.358], [-2.529, -0.791, 0.427], [-2.211, 0.079, -1.102], [-4.422, 0.661, -1.141], [2.190, -3.131, -2.041], [2.933, -3.547, -2.478], [1.455, -3.723, -2.201], [0.251, -1.098, -1.975], [-0.246, -1.228, -2.783], [1.063, -1.585, -2.112]],
  "lowdin_charge": [-0.122, -0.208, -0.170, -0.174, -0.197, -0.107, 0.083, 0.088, 0.088, 0.124, 0.121, 0.108, 0.117, 0.093, 0.079, 0.080, -0.133, -0.129, 0.082, 0.079, 0.082, 0.083, -0.204, -0.132, 0.081, 0.069, 0.087, 0.026, -0.183, -0.112, 0.073, 0.079, 0.063, 0.078, -0.037, 0.051, 0.052, -0.050, -0.004, -0.002]
}